No. 1
This record from the Open Molecules 2025 dataset describes C16H18Cl2F3NO8PbS as an isolated structure at a distorted geometry. The level of theory is wB97M-V/def2-TZVPD.

The total energy is -3088.2275 Ha. For the HOMO energy, the calculation gives -10.040 eV. The value obtained for the energy above the lowest of the compared OMol25 structures with the same formula, charge and spin is 0.00 kcal/mol. The calculation puts the largest force on an atom at 1.02 eV/A.

```
50
Properties=species:S:1:pos:R:3:mulliken_charge:R:1
Pb -0.392 0.451 0.269 1.934
O 5.797 1.230 -0.035 -0.543
C 4.489 0.919 -0.022 0.939
C 3.741 0.794 -1.195 -0.425
C 2.407 0.484 -1.077 0.073
N 1.859 0.291 0.113 0.008
C 2.546 0.414 1.238 0.164
C 3.887 0.721 1.221 -0.646
C 1.730 0.213 2.502 0.328
O 2.313 0.081 3.555 -0.675
O 0.445 0.189 2.307 -0.616
C 1.456 0.330 -2.246 0.074
O 1.914 0.196 -3.364 -0.701
O 0.207 0.310 -1.909 -0.481
H 6.101 1.369 -0.939 0.316
H 4.168 0.936 -2.179 0.521
H 4.439 0.810 2.145 0.616
F -3.101 1.430 -0.536 -0.184
C -2.685 0.370 0.111 0.456
F -3.005 -0.725 -0.560 -0.164
F -3.198 0.330 1.326 -0.227
Cl 1.569 5.122 0.942 -0.163
C 0.067 4.859 0.040 0.023
Cl 0.339 5.010 -1.712 -0.167
C -0.524 3.475 0.317 0.449
O -1.701 3.387 0.600 -0.595
O 0.323 2.503 0.198 -0.622
H -0.649 5.614 0.335 0.335
C -0.975 -6.498 0.254 -1.467
C -0.934 -5.051 -0.235 0.058
C 0.359 -4.384 0.205 -0.891
S 0.694 -2.732 -0.399 0.434
O -0.478 -1.892 0.130 -0.788
C 0.434 -2.934 -2.191 -1.202
C -0.961 -2.563 -2.679 0.388
C -0.963 -2.444 -4.201 -1.588
H -1.898 -6.981 -0.065 0.405
H -0.924 -6.551 1.343 0.354
H -0.139 -7.070 -0.154 0.342
H -1.781 -4.495 0.169 0.245
H -1.018 -5.044 -1.322 0.138
H 1.240 -4.960 -0.100 0.468
H 0.390 -4.271 1.291 0.502
H 0.699 -3.968 -2.425 0.712
H 1.172 -2.278 -2.655 0.513
H -1.238 -1.604 -2.252 -0.228
H -1.698 -3.294 -2.345 0.445
H -0.271 -1.661 -4.514 0.338
H -1.959 -2.182 -4.557 0.390
H -0.668 -3.381 -4.678 0.401
```

No. 2
This record from the Open Molecules 2025 dataset describes an isolated molecule of C9H16BrOP at a distorted geometry. The level of theory is wB97M-V/def2-TZVPD.

The total energy is -3343.1407 Ha. For the HOMO energy, the calculation gives -9.900 eV. The value obtained for the energy above the lowest of the compared OMol25 structures with the same formula, charge and spin is 0.00 kcal/mol. Its structure (SMILES) is CC[P@@](=O)(Br)[C@]12CC[C@H](CC1)C2. The calculation puts the largest force on an atom at 5.26 eV/A.

```
28
Properties=species:S:1:pos:R:3:mulliken_charge:R:1
C 0.471 -2.531 0.511 -0.787
C 2.042 -0.889 1.617 -1.161
C -0.193 -1.491 -0.376 -1.006
C 1.584 0.188 0.614 -1.082
C -0.261 -0.692 1.891 -1.096
C 0.877 -1.724 1.856 -0.051
C 0.078 -0.186 0.448 0.793
C -1.603 2.766 -2.517 -0.982
C -0.971 1.442 -2.018 -0.509
O -0.468 2.772 0.259 -0.728
P -0.892 1.467 -0.238 0.818
Br -3.045 1.206 0.264 -0.282
H 0.060 -3.437 0.792 0.498
H 1.561 -2.696 0.106 0.189
H 2.803 -1.486 1.138 0.390
H 2.407 -0.538 2.484 0.468
H 0.386 -1.341 -1.300 0.357
H -1.230 -1.621 -0.716 0.355
H 1.814 1.201 0.841 0.456
H 2.104 0.004 -0.267 0.421
H -1.323 -1.053 1.948 0.381
H -0.098 -0.003 2.654 0.408
H 0.907 -2.343 2.697 0.602
H -1.071 3.679 -2.115 0.307
H -1.816 2.682 -3.626 0.340
H -2.661 2.705 -2.032 0.238
H 0.070 1.417 -2.535 0.336
H -1.534 0.503 -2.381 0.328
```

Number 1: LUMO energy -1.14 eV. Number 2: LUMO energy 0.63 eV.